ORCA calculation (the ωB97M-V functional and the def2-TZVPD basis) on 6 unconnected molecules or ions with the total composition C5H22N2O5 in a non-equilibrium geometry.

Results
HOMO-LUMO gap (alpha / beta) ... 7.652 / 3.988 eV
Total charge ... +3
Total energy ... -688.18345 Eh
2S+1 ... 2
⟨S²⟩ ... 0.752
HOMO (alpha / beta) ... -20.43 / -20.43 eV

Positions of all 34 atoms, in Å:
O 0.63505 3.34137 1.27133
O -0.15131 -0.72366 2.27084
O 1.31565 -3.14557 -2.09833
O -2.54404 0.62260 2.69830
O -1.93511 -2.65585 2.15168
N 2.02054 -0.43591 -1.40097
N -0.77893 1.11662 0.58533
C 0.91856 0.26041 -1.98177
C -0.81814 1.76724 -0.75176
C 0.52205 1.61809 -1.50317
C 0.26611 -0.23923 -3.12195
C 1.89885 -1.51134 -0.66741
H 2.76028 -2.01298 -0.25795
H 0.26500 -0.72666 3.13491
H 0.92796 -1.83033 -0.31875
H -0.53468 0.23381 -3.69212
H 0.62118 3.78973 2.12630
H -1.54623 1.24768 -1.36075
H -0.91290 0.10859 0.49228
H 0.43417 -1.21127 -3.57202
H 1.38513 3.71082 0.81753
H -1.08882 2.81770 -0.72581
H 0.66543 2.35582 -2.31633
H 1.41059 2.02928 -0.99330
H 1.68548 -4.03281 -1.91331
H -3.39979 0.95425 2.99380
H -2.04748 0.39200 3.48864
H -1.53315 1.52081 1.14406
H -1.86084 -3.60763 2.24755
H 0.12495 1.08933 1.06569
H 2.92155 0.02750 -1.49516
H 1.89169 -2.94854 -2.85980
H -0.70159 -1.53132 2.11190
H -2.81721 -2.39057 2.43054

***

ORCA calculation (the ωB97M-V functional and the def2-TZVPD basis) on 6 unconnected molecules or ions with the total composition C5H22N2O6 in a non-equilibrium geometry.

Results
Energy relative to the best compared isomer or geometry (same formula, charge and spin) ... 75.5 kcal per mole
HOMO-LUMO gap ... 10.601 eV
Total energy ... -764.60624 Eh
SMILES ... C[C@@H](N)CCC(N)=O.O.O.O.O.O
HOMO ... -10.02 eV

Positions of all 35 atoms, in Å:
O 0.18794 -2.25077 0.56429
O 1.21099 -2.74154 -1.91518
O 2.30690 1.32449 2.86187
O 1.80661 -0.20038 0.69639
O -1.25880 0.42441 -3.51570
O -0.10462 1.43413 3.51854
N 1.61169 0.28849 -1.45230
N -2.77908 -0.29152 -1.34161
C -1.92110 -0.44790 1.08479
C -1.01164 1.32660 -0.52540
C 0.23596 1.48668 0.28455
C 1.31438 0.46834 -0.15763
C -1.61367 -0.17753 -0.36443
H 0.96828 0.60560 -2.22072
H 0.36542 1.60650 2.68423
H -2.55472 -1.34171 1.14645
H -2.59875 0.28108 1.59003
H 0.46476 0.77000 3.92500
H 0.06470 1.58471 1.37256
H -3.33976 0.53577 -1.51443
H 3.27064 1.18293 3.19584
H 2.15244 -0.48254 -1.68431
H -1.37654 0.40954 -4.41261
H -0.95500 1.53401 -1.59724
H -1.76932 1.91702 -0.04752
H 0.97338 -2.72882 1.00685
H 0.98163 -2.35084 -0.99639
H -3.35949 -1.02514 -1.11232
H 0.53534 2.51920 -0.00333
H -0.84536 -0.90008 -0.73808
H 0.45437 -2.99906 -2.24052
H -1.06998 -0.49901 1.79943
H -2.07532 -0.00883 -3.08138
H 2.50898 0.82387 1.97318
H 0.16024 -1.27286 0.89958

***

ORCA calculation (the ωB97M-V functional and the def2-TZVPD basis) on 6 unconnected molecules or ions with the total composition C5H22NO6 in a non-equilibrium geometry.

Results
Energy relative to the best compared isomer or geometry (same formula, charge and spin) ... 57.4 kcal per mole
HOMO-LUMO gap ... 10.835 eV
Total charge ... +1
Total energy ... -709.60498 Eh
HOMO ... -13.86 eV

Positions of all 34 atoms, in Å:
O -1.87080 -1.30879 1.91841
O -0.39358 -1.37838 -3.77650
O 0.77863 3.60331 0.71968
O -2.84336 -0.57865 -2.01516
O 3.40715 1.03350 1.24432
O -2.26692 2.53039 1.17090
N 0.30795 0.50064 1.32708
C -0.23764 -0.49427 0.37354
C 1.91120 -0.23088 -1.01099
C 0.85462 -1.16945 -0.50170
C 1.35777 -2.40160 0.22840
C -1.23140 -1.54999 0.93158
H -2.98397 2.13966 1.68316
H 0.16254 -1.39806 -1.35928
H -2.51309 2.40647 0.23352
H -3.61481 -0.22986 -2.49642
H -1.53040 -2.44889 0.30151
H -0.97985 -0.68885 -3.43770
H 1.76718 -2.07612 1.21521
H -0.07801 -1.96820 -3.08934
H 1.69246 3.56980 0.42764
H 3.35615 1.11648 2.19354
H 2.31164 -2.78268 -0.19042
H 3.00249 -0.34223 -0.91095
H 0.65321 4.03671 1.56654
H -0.85979 0.08506 -0.35002
H -2.95234 -1.39690 -2.55071
H 0.53573 1.41868 0.89988
H 0.67700 -3.23865 0.22159
H 4.23554 1.13698 0.77368
H 1.96921 0.88235 -0.90914
H -0.33006 0.63448 2.12142
H 1.95643 -0.36585 -2.13182
H 1.24946 0.17414 1.66568

***

ORCA calculation (the ωB97M-V functional and the def2-TZVPD basis) on 7 unconnected molecules or ions with the total composition C5H22NO8 in a non-equilibrium geometry.

Results
Energy relative to the best compared isomer or geometry (same formula, charge and spin) ... 0.0 kcal per mole
HOMO-LUMO gap ... 8.850 eV
Total charge ... -1
Total energy ... -860.56012 Eh
HOMO ... -5.69 eV

Positions of all 36 atoms, in Å:
O 1.75045 -2.66397 -0.38160
O 1.62162 1.83141 -0.08168
O 1.67013 -1.74551 2.10875
O -0.57964 -0.27403 2.65104
O -2.34656 3.32918 1.35672
O 3.08094 -0.31472 -1.17434
O -0.42579 2.15540 1.43046
O 3.50889 0.30770 1.63125
N -2.27215 1.30962 0.34418
C -2.28269 -0.84235 -0.77312
C -1.53512 0.47476 -0.60539
C -1.64436 2.35867 1.08007
C -1.54102 -1.87709 -1.61342
C -1.33541 1.18488 -1.93970
H -2.49674 -1.25828 0.21528
H -0.57320 0.29723 -0.15438
H -0.32472 0.63229 2.36175
H 0.83579 -1.27843 2.32045
H -2.06917 -2.83766 -1.63580
H 2.45339 -3.34445 -0.24589
H -3.26379 -0.66341 -1.20302
H -0.84213 2.13094 -1.79200
H -1.42013 -1.55472 -2.65641
H -0.54937 -2.08926 -1.21115
H -3.16654 1.63077 -0.00190
H 1.82483 2.74032 -0.28047
H -0.75639 0.55714 -2.63551
H 1.60552 -2.29260 0.53527
H 2.55948 -1.12951 -1.01785
H 0.78334 1.89074 0.48393
H 2.43704 0.39490 -1.02511
H -1.39520 -0.41387 2.15031
H 2.89167 1.02328 1.41097
H 2.34921 -1.03349 2.01467
H 3.74238 -0.02188 0.75197
H -2.29458 1.38599 -2.41833

***

ORCA calculation (the ωB97M-V functional and the def2-TZVPD basis) on 7 unconnected molecules or ions with the total composition C5H22O9 in a non-equilibrium geometry.

Results
Energy relative to the best compared isomer or geometry (same formula, charge and spin) ... 26.5 kcal per mole
HOMO-LUMO gap ... 10.278 eV
Total energy ... -880.80831 Eh
SMILES ... O=CCCCC(O)O.O.O.O.O.O.O
HOMO ... -10.10 eV

Positions of all 36 atoms, in Å:
O 2.54315 2.45932 -2.75533
O -0.11830 3.74227 -2.37482
O 0.89771 -0.72749 2.06290
O -2.76235 -0.18417 -0.35072
O 3.49906 0.94903 0.75400
O 1.94915 -1.99639 -0.91891
O -1.45208 -0.49008 -4.36020
O 0.94453 -2.89283 1.45021
O 1.42397 2.73797 -0.32873
C -1.77881 -0.48516 2.17329
C -3.30302 -0.32264 2.00947
C -3.59492 -0.57065 0.41990
C 0.30303 -1.97189 2.27271
C -1.21229 -1.87693 2.02400
H -1.75552 -2.55843 2.70431
H 0.55424 -2.25784 3.30330
H 1.09116 -2.55678 0.55298
H 1.79379 3.06065 -2.61894
H -1.31594 -2.14751 0.94625
H 2.07593 2.34845 -0.95517
H -0.50301 2.86445 -2.48317
H 0.30967 3.64356 -1.50642
H -0.60397 -0.93885 -4.40032
H -1.46730 0.00959 3.10151
H 3.43842 2.67079 -2.50389
H -1.64113 -0.27850 -3.43754
H -1.46236 0.19591 1.31386
H -3.61395 0.65036 2.36075
H -4.61062 -0.86068 0.13706
H 1.58116 -2.88164 -1.03668
H -3.86837 -1.19381 2.41356
H 0.62522 -0.22011 1.29500
H 2.94367 0.57524 1.45235
H 3.87735 1.72461 1.19024
H 1.49973 2.21391 0.47065
H 2.64603 -1.90186 -1.58160

***

ORCA calculation (the ωB97M-V functional and the def2-TZVPD basis) on 7 unconnected molecules or ions with the total composition C5H23N2O7 in a non-equilibrium geometry.

Results
Energy relative to the best compared isomer or geometry (same formula, charge and spin) ... 73.9 kcal per mole
HOMO-LUMO gap ... 9.701 eV
Total charge ... +1
Total energy ... -840.21573 Eh
HOMO ... -12.29 eV

Positions of all 37 atoms, in Å:
O 2.53430 -2.32929 1.61531
O -0.91174 -0.41488 -3.62470
O -1.58239 -2.74202 -2.18328
O 0.71396 2.58245 -1.73142
O -1.69138 0.91720 3.63180
O 0.12349 2.64237 2.19963
O 3.51832 -0.20087 -0.82532
N -0.04549 -1.39231 1.35731
N 1.14833 1.11305 0.26312
C -1.13308 -1.05130 0.54861
C -0.25981 1.06482 -0.24647
C -0.35668 2.25933 -1.31033
C -2.41846 -1.42277 0.60321
C -0.70726 -0.30661 -0.72073
H 1.81054 0.79001 -0.46677
H -3.22495 -0.89535 0.11455
H -0.82777 0.22178 -4.32497
H 3.31609 -1.97397 2.02321
H 0.58533 -2.11221 1.04754
H -2.16088 -2.12349 -2.64462
H -1.99957 0.09801 4.01877
H -1.62515 -0.27270 -1.30622
H 0.15401 -0.71121 -1.21125
H 0.28089 3.12251 3.02427
H 3.84851 -0.33490 -1.71496
H 2.64550 -2.59501 0.70577
H -0.89683 -1.34599 -3.83665
H -2.81088 -1.97804 1.45609
H -0.16270 -1.52639 2.35639
H -0.53514 1.99912 2.51635
H 4.22444 0.15803 -0.29218
H -2.22693 1.26899 2.92436
H 1.51426 1.95633 0.68742
H -0.90194 1.43609 0.56549
H -2.03915 -2.89114 -1.34653
H -1.41660 2.45414 -1.51157
H 1.09659 0.29648 0.91800